{
  "formula": "C6H6BClO2",
  "method": "ωB97M-V with the def2-TZVPD basis set",
  "charge": 0,
  "lumo_energy_ev": 0.4246,
  "total_energy_ev": -23615.3809,
  "smiles": "OB(O)c1ccc(Cl)cc1",
  "spin_multiplicity": 1,
  "species": ["O", "B", "O", "C", "C", "C", "C", "Cl", "C", "C", "H", "H", "H", "H", "H", "H"],
  "xyz": [[-2.44, 1.14, -0.64], [-1.40, 1.37, 0.28], [-1.52, 2.50, 1.01], [-0.22, 0.36, 0.22], [1.02, 0.76, 0.02], [2.04, -0.18, -0.09], [1.68, -1.54, -0.09], [2.82, -2.67, -0.61], [0.36, -1.97, 0.11], [-0.56, -0.92, 0.23], [-2.19, 0.57, -1.42], [-2.41, 2.86, 0.69], [1.24, 1.82, -0.06], [3.06, 0.08, -0.09], [0.19, -3.05, 0.07], [-1.67, -1.14, 0.37]],
  "mulliken_charge": [-0.648, 0.506, -0.493, 0.136, -0.564, -0.678, 0.479, -0.214, -0.694, 0.041, 0.349, 0.339, 0.341, 0.440, 0.377, 0.283]
}

---

{
  "formula": "C20H39BCl4FN2O7PS2",
  "method": "ωB97M-V with the def2-TZVPD basis set",
  "charge": 0,
  "lumo_energy_ev": -1.2564,
  "total_energy_ev": -123112.2082,
  "smiles": "CCCCCCC[C@@]1(P(C)C)[C@@](O)(CN)OS(=O)(=O)[C@@H](S(=O)(=O)F)[C@@]1(B(O)N(C)C)/C(Cl)=C(\\C)Cl.ClCCl",
  "spin_multiplicity": 1,
  "species": ["C", "C", "C", "C", "C", "C", "C", "C", "P", "C", "C", "C", "O", "C", "N", "O", "S", "O", "O", "C", "S", "O", "O", "F", "C", "B", "O", "N", "C", "C", "C", "Cl", "C", "C", "Cl", "H", "H", "H", "H", "H", "H", "H", "H", "H", "H", "H", "H", "H", "H", "H", "H", "H", "H", "H", "H", "H", "H", "H", "H", "H", "H", "H", "H", "H", "H", "H", "H", "H", "H", "H", "H", "H", "Cl", "C", "Cl", "H", "H"],
  "xyz": [[-4.72, -3.70, -1.66], [-4.80, -2.07, -1.55], [-5.00, -1.48, -0.03], [-4.01, -2.14, 1.10], [-2.75, -1.19, 1.57], [-1.88, -0.62, 0.29], [-0.28, -0.95, 0.34], [0.76, 0.29, 0.08], [0.56, 1.12, -1.68], [1.64, 2.57, -2.05], [-1.09, 0.98, -2.49], [0.52, 1.56, 1.03], [-0.46, 2.46, 0.29], [-0.36, 1.39, 2.42], [-1.74, 2.05, 2.38], [1.56, 2.50, 1.35], [3.14, 2.18, 1.06], [3.90, 2.17, 2.45], [3.79, 3.42, 0.33], [3.51, 0.62, 0.04], [5.14, -0.01, 0.66], [6.12, 1.22, 0.54], [5.83, -1.12, -0.15], [5.24, -0.46, 2.30], [2.24, -0.42, -0.05], [2.42, -1.10, -1.60], [3.76, -1.12, -2.31], [1.38, -1.81, -2.42], [1.52, -3.29, -2.57], [1.59, -1.32, -3.88], [2.61, -1.71, 0.86], [3.42, -3.28, 0.12], [2.50, -1.92, 2.32], [1.99, -0.75, 3.30], [2.99, -3.51, 3.23], [-3.73, -4.11, -1.14], [-4.59, -3.98, -2.81], [-5.66, -4.22, -1.17], [-5.76, -1.74, -2.18], [-3.87, -1.62, -2.13], [-6.15, -1.54, 0.22], [-4.75, -0.31, -0.09], [-4.69, -2.30, 2.07], [-3.56, -3.19, 0.83], [-2.10, -1.78, 2.34], [-3.24, -0.28, 2.16], [-2.30, -1.17, -0.68], [-2.17, 0.50, 0.16], [-0.12, -1.90, -0.31], [-0.08, -1.33, 1.46], [2.74, 2.38, -2.46], [1.63, 3.32, -1.12], [1.13, 3.21, -2.92], [-1.35, -0.12, -2.80], [-1.12, 1.63, -3.47], [-1.99, 1.38, -1.82], [-0.27, 3.41, 0.54], [0.22, 1.95, 3.31], [-0.53, 0.31, 2.78], [-2.36, 1.53, 3.06], [-1.65, 3.06, 2.62], [3.76, 1.10, -1.03], [3.89, -0.22, -2.77], [1.15, -3.93, -1.64], [1.02, -3.73, -3.54], [2.68, -3.55, -2.67], [0.53, -1.52, -4.40], [1.88, -0.19, -3.92], [2.34, -2.05, -4.41], [2.64, -0.85, 4.30], [0.89, -1.04, 3.67], [2.11, 0.35, 2.97], [-0.05, 5.85, 1.65], [-1.55, 6.54, 2.29], [-2.69, 5.27, 2.76], [-1.31, 7.15, 3.16], [-2.01, 7.16, 1.52]],
  "mulliken_charge": [-0.944, -0.147, -0.490, -0.631, -0.561, 0.325, -0.329, 1.171, 0.870, -0.947, -0.903, 0.289, -0.487, -0.471, -0.349, -0.267, 1.366, -0.680, -0.667, -0.216, 1.411, -0.615, -0.539, -0.282, 0.629, -0.593, -0.634, 0.309, -0.957, -0.985, -0.415, -0.112, -0.160, -0.489, -0.193, 0.202, 0.334, 0.268, 0.353, -0.041, 0.375, 0.204, 0.281, 0.283, 0.234, 0.113, -0.434, 0.170, 0.159, -0.071, 0.176, 0.196, 0.406, 0.107, 0.436, 0.273, 0.222, 0.078, 0.152, 0.191, 0.100, 0.154, 0.343, 0.188, 0.330, 0.291, 0.262, 0.328, 0.341, 0.495, 0.228, -0.092, -0.064, -0.341, -0.154, 0.320, 0.297]
}